Entry 1:
This record from the OMol25 dataset describes a cluster of 3 separate species, C2H9N4OP in total. The level of theory is ωB97M-V/def2-TZVPD.

As for the multiplicity: 1. Its HOMO-LUMO gap is 9.09 eV. The calculation puts the total energy at -717.10777 hartree. The energy above the lowest of the compared OMol25 structures with the same formula, charge and spin comes out at 2.434 eV. The calculation puts the HOMO energy at -8.287 eV.

Bonds (Å) are listed after each position.
CARTESIAN COORDINATES (ANGSTROEM)
1 C -2.63324 0.34007 -0.16181  H9 1.060, C11 1.497, H13 1.073, N15 1.426
2 N 2.36032 -0.57303 -0.74906  P5 1.631, H6 1.028, H12 1.028
3 O 1.02504 1.64869 -1.04356  P5 1.456
4 H -0.51997 -3.62053 -0.98452  no bonds
5 P 1.21000 0.45773 -0.22625  N2 1.631, O3 1.456, N10 1.718, N17 1.752
6 H 2.89749 -1.34320 -0.33073  N2 1.028
7 H 1.56441 -0.01501 1.99472  N10 1.014
8 H 1.12502 1.63719 1.81537  N10 0.993
9 H -3.02764 0.29881 -1.14447  C1 1.060
10 N 1.53022 0.82079 1.42222  P5 1.718, H7 1.014, H8 0.993
11 C -1.78401 1.49696 0.26270  C1 1.497, N15 1.300, H16 1.000
12 H 2.99749 -0.28847 -1.50404  N2 1.028
13 H -3.07973 -0.21120 0.64358  C1 1.073
14 H -0.49628 -2.94182 -0.48230  no bonds
15 N -1.21335 0.36781 -0.03826  C1 1.426, C11 1.300, N17 1.284
16 H -1.69479 2.41354 0.65325  C11 1.000
17 N -0.26096 -0.48834 -0.12682  P5 1.752, N15 1.284


Entry 2:
This record from the OMol25 dataset describes an isolated molecule of C3H3NOS. The level of theory is ωB97M-V/def2-TZVPD.

As for the multiplicity: 1. Its HOMO-LUMO gap (spin up / spin down) is 7.56 / 7.56 eV. The calculation puts the total energy at -644.17549 hartree. The energy above the lowest of the compared OMol25 structures with the same formula, charge and spin comes out at 3.033 eV. The calculation puts the HOMO energy (spin up / spin down) at -7.814 / -7.812 eV.

Bonds (Å) are listed after each position.
CARTESIAN COORDINATES (ANGSTROEM)
1 S -1.24186 -3.12602 -0.07465  N7 1.810
2 C 0.74487 1.94390 0.48086  O3 1.157, C4 1.306
3 O 1.18429 2.98569 0.23651  C2 1.157
4 C 0.24684 0.78158 0.80741  C2 1.306, C6 1.490, H8 1.080
5 H -0.54135 -1.62470 -1.44444  N7 1.014
6 C -0.07672 -0.24115 -0.22741  C4 1.490, N7 1.356, H9 1.089
7 N -0.56679 -1.48725 -0.44040  S1 1.810, H5 1.014, C6 1.356
8 H 0.06472 0.57070 1.85078  C4 1.080
9 H 0.18601 0.19725 -1.18866  C6 1.089


Entry 3:
This record from the OMol25 dataset describes the ion C9H17FN3 with charge +1. The level of theory is ωB97M-V/def2-TZVPD.

As for the multiplicity: 1. Its HOMO-LUMO gap is 9.85 eV. The calculation puts the total energy at -616.87390 hartree. The energy above the lowest of the compared OMol25 structures with the same formula, charge and spin comes out at 0.780 eV. The calculation puts the HOMO energy at -13.544 eV. As for the total charge: +1.

Bonds (Å) are listed after each position.
CARTESIAN COORDINATES (ANGSTROEM)
1 C -0.79839 -0.44212 -2.57939  C8 1.557, H19 1.152, N20 1.462
2 F -1.60085 -0.51722 1.97742  C9 1.437
3 H 3.95864 0.11732 -0.46951  C29 1.141
4 C -1.96164 -0.94280 -0.51428  C9 1.596, N20 1.436, N23 1.444
5 H 2.33401 1.88931 -0.97155  C25 1.158
6 C 0.83537 0.44912 0.07258  N10 1.506, H21 1.143, C25 1.605, H28 1.158
7 H -2.97663 -2.68390 -1.24721  N23 1.036
8 C -1.69203 -1.69873 -2.79728  C1 1.557, N23 1.451, H30 1.136
9 C -2.53870 -0.93845 0.97390  F2 1.437, C4 1.596, H14 1.154, C16 1.629
10 N -0.37204 1.03215 -0.61427  C6 1.506, N20 1.410, H24 1.039
11 H 4.87374 0.14925 2.13813  C12 1.158
12 C 4.29939 1.02895 1.65145  H11 1.158, H18 1.144, H26 1.141, C29 1.607
13 H -3.89416 0.54635 2.12612  C16 1.148
14 H -2.83846 -2.02791 1.20866  C9 1.154
15 H -3.62434 0.92701 0.33310  C16 1.157
16 C -3.81456 0.06815 1.08510  C9 1.629, H13 1.148, H15 1.157, H17 1.141
17 H -4.73813 -0.53134 0.78701  C16 1.141
18 H 3.60070 1.46470 2.44622  C12 1.144
19 H -0.10884 0.09376 -3.33010  C1 1.152
20 N -1.03765 -0.07254 -1.18506  C1 1.462, C4 1.436, N10 1.410
21 H 0.66330 0.12520 1.15519  C6 1.143
22 H 1.99951 2.25272 0.79831  C25 1.158
23 N -2.32057 -1.92596 -1.50914  C4 1.444, H7 1.036, C8 1.451
24 H -1.03441 1.37413 0.10903  N10 1.039
25 C 2.14229 1.38016 0.05037  H5 1.158, C6 1.605, H22 1.158, C29 1.634
26 H 5.00537 1.81124 1.21476  C12 1.141
27 H 2.92957 -0.56029 0.89657  C29 1.161
28 H 1.11196 -0.51371 -0.50874  C6 1.158
29 C 3.39204 0.41718 0.47490  H3 1.141, C12 1.607, C25 1.634, H27 1.161
30 H -1.79450 -2.27175 -3.77232  C8 1.136


Entry 4:
This record from the OMol25 dataset describes the ion HN5OS with charge -2. The level of theory is ωB97M-V/def2-TZVPD.

As for the multiplicity: 1. Its HOMO-LUMO gap is 5.39 eV. The calculation puts the total energy at -747.52714 hartree. The energy above the lowest of the compared OMol25 structures with the same formula, charge and spin comes out at 3.410 eV. The calculation puts the HOMO energy at 1.357 eV. As for the total charge: -2.

Bonds (Å) are listed after each position.
CARTESIAN COORDINATES (ANGSTROEM)
1 N -1.61714 -1.39327 -0.12954  N8 1.184
2 S -2.87785 1.13225 0.01103  N8 1.949
3 N 1.42180 -0.85734 -0.02369  O4 1.287, N5 1.263
4 O 2.69746 -0.69460 0.01904  N3 1.287
5 N 0.79408 0.23711 0.03075  N3 1.263, H6 1.176, N7 1.307
6 H 1.50906 1.16328 0.14588  N5 1.176
7 N -0.45099 0.63258 0.00437  N5 1.307, N8 1.335
8 N -1.47642 -0.22000 -0.05783  N1 1.184, S2 1.949, N7 1.335


Entry 5:
This record from the OMol25 dataset describes an isolated molecule of C4H2F2N2. The level of theory is ωB97M-V/def2-TZVPD.

As for the multiplicity: 1. Its HOMO-LUMO gap is 9.08 eV. The calculation puts the total energy at -462.79491 hartree. The energy above the lowest of the compared OMol25 structures with the same formula, charge and spin comes out at 0.000 eV. The calculation puts the HOMO energy at -10.088 eV.

Bonds (Å) are listed after each position.
CARTESIAN COORDINATES (ANGSTROEM)
1 C 0.02760 1.55332 0.20568  N3 1.279, H5 1.115, C7 1.445
2 C 0.13418 -0.62751 -0.30209  C6 1.506, C7 1.349, F8 1.338
3 N -0.77809 1.09631 1.08779  C1 1.279, C6 1.414
4 N -1.16848 -1.07099 1.77944  C6 1.248, H10 0.980
5 H 0.16606 2.63268 -0.03536  C1 1.115
6 C -0.66966 -0.30477 0.92956  C2 1.506, N3 1.414, N4 1.248
7 C 0.59725 0.57751 -0.69441  C1 1.445, C2 1.349, F9 1.292
8 F 0.37978 -1.87585 -0.71470  C2 1.338
9 F 1.17481 0.98848 -1.77442  C7 1.292
10 H -1.06767 -2.01495 1.53440  N4 0.980


Entry 6:
This record from the OMol25 dataset describes a cluster of 9 separate species, C44H49ClN6O6 in total. The level of theory is ωB97M-V/def2-TZVPD.

As for the multiplicity: 1. Its HOMO-LUMO gap is 7.92 eV. The calculation puts the total energy at -2945.74376 hartree. The energy above the lowest of the compared OMol25 structures with the same formula, charge and spin comes out at 0.000 eV. The calculation puts the HOMO energy at -7.703 eV.

Bonds (Å) are listed after each position.
CARTESIAN COORDINATES (ANGSTROEM)
1 C -1.87134 0.24555 3.32810  C45 1.345, H54 1.161, C59 1.550
2 H 3.69975 0.97975 -0.40654  C53 1.115
3 H 2.74905 -0.72258 2.89847  C82 1.094
4 O 2.92754 4.97178 -4.30494  C37 1.295, H85 1.050
5 H 3.98904 4.33433 -1.72836  C80 1.127
6 C 6.52549 -1.93470 0.92346  C8 1.461, H69 1.008, C70 1.383
7 H 0.38297 -4.77528 -3.14105  C60 1.039
8 C 6.47575 -0.58253 1.47528  C6 1.461, C63 1.419, H68 1.131
9 H -0.38216 -1.59261 -0.78482  C35 1.102
10 H -7.88162 -2.08547 -1.47953  O23 0.953
11 H -6.11700 1.62576 -2.30561  C83 1.099
12 C 2.35280 -5.73944 -0.02672  H15 1.038, C56 1.448, C89 1.477
13 H -4.73663 -3.94643 1.83510  C18 1.194
14 H 3.13835 -2.70229 -2.35406  C72 0.997
15 H 2.97429 -6.02512 0.75420  C12 1.038
16 C 5.63390 -1.64082 3.51431  N30 1.287, C63 1.448, H81 1.049
17 H 0.33812 4.72092 1.20268  O99 0.980
18 C -4.61570 -3.36958 0.79669  H13 1.194, C58 1.419, C91 1.557
19 C 3.41634 -0.95549 -1.21454  H25 1.166, C53 1.332, C72 1.461
20 C -5.83281 -2.26891 -1.07681  C22 1.445, O23 1.371, C91 1.427
21 H 1.16112 -2.19030 1.47556  C88 1.068
22 C -4.55254 -2.10878 -1.72650  C20 1.445, H26 1.137, C39 1.378
23 O -6.98065 -2.00641 -1.77943  H10 0.953, C20 1.371
24 H -4.91309 1.89054 4.98275  C74 1.146
25 H 3.47156 -1.59283 -0.23926  C19 1.166
26 H -4.59770 -1.78703 -2.81648  C22 1.137
27 H -3.09392 3.66774 1.03196  C50 0.997
28 H 1.61390 0.53831 3.56906  C82 1.085
29 H 0.10615 2.26240 3.88686  O44 0.929
30 N 5.63671 -2.81514 2.98874  C16 1.287, C70 1.345
31 H 5.91850 -3.91053 1.27154  C70 1.054
32 H -5.62641 0.39895 -0.11923  C34 1.248
33 H 0.89015 -4.79855 0.82965  C56 0.937
34 C -5.11334 1.50315 -0.39164  H32 1.248, N52 1.338, C83 1.406
35 C 0.17711 -0.99851 -0.04406  H9 1.102, N43 1.355, C88 1.396
36 H 0.35638 5.01589 -4.15153  C48 1.109
37 C 2.27724 4.67030 -3.22691  O4 1.295, C48 1.422, C80 1.395
38 C -0.84586 1.04145 -1.21353  N43 1.509, C65 1.519, H71 1.177, H93 1.202
39 C -3.41885 -2.59882 -1.11650  C22 1.378, C58 1.377, H64 0.981
40 H 0.69187 1.74109 -2.46314  C65 1.057
41 O -2.16591 -3.49596 0.69113  C58 1.373, H98 0.950
42 H -2.64656 4.16227 -1.49791  C87 1.047
43 N 0.14409 0.32630 -0.32767  C35 1.355, C38 1.509, C51 1.379
44 O -0.53168 1.87239 4.43813  H29 0.929, C45 1.372
45 C -1.74832 1.31342 4.13685  C1 1.345, O44 1.372, C73 1.398
46 H 5.78962 0.49271 3.34574  C63 1.093
47 H 2.81745 -6.06089 -3.26294  C76 0.994
48 C 0.87964 4.92876 -3.17732  H36 1.109, C37 1.422, C94 1.399
49 H -2.75671 2.69312 5.56096  C73 1.207
50 C -3.61192 3.22773 0.30311  H27 0.997, N52 1.381, C87 1.437
51 C 0.89616 0.97742 0.62690  N43 1.379, N57 1.356, H104 1.001
52 N -4.41206 2.13194 0.55850  C34 1.338, C50 1.381
53 C 3.49387 0.37021 -1.31747  H2 1.115, C19 1.332, C55 1.396
54 H -1.02179 -0.36951 2.82915  C1 1.161
55 C 3.28552 1.05996 -2.51302  C53 1.396, H96 1.042, C97 1.377
56 C 1.16799 -4.90839 -0.05804  C12 1.448, H33 0.937, N100 1.419
57 N 1.42544 0.03858 1.44978  C51 1.356, C82 1.432, C88 1.384
58 C -3.37377 -3.11777 0.15771  C18 1.419, C39 1.377, O41 1.373
59 C -3.21277 -0.45499 2.99501  C1 1.550, H61 1.038, C79 1.436
60 C 1.06438 -5.00207 -2.39050  H7 1.039, C76 1.433, N100 1.275
61 H -3.50425 -1.04619 2.19352  C59 1.038
62 H -0.93719 2.09151 -3.31326  C65 1.242
63 C 5.94924 -0.43056 2.78373  C8 1.419, C16 1.448, H46 1.093
64 H -2.64455 -2.28848 -1.63248  C39 0.981
65 C -0.27378 1.33065 -2.59031  C38 1.519, H40 1.057, H62 1.242, H78 1.074
66 H 3.82985 -6.74314 -1.14024  C89 1.125
67 H 3.01888 0.76448 2.38529  C82 1.125
68 H 6.91676 0.29754 0.91774  C8 1.131
69 H 6.91570 -2.22396 0.04011  C6 1.008
70 C 6.03242 -2.95921 1.71110  C6 1.383, N30 1.345, H31 1.054
71 H -1.12630 2.08252 -0.74165  C38 1.177
72 C 3.22650 -1.71401 -2.44838  H14 0.997, C19 1.461, N92 1.329
73 C -2.87470 1.71972 4.85773  C45 1.398, H49 1.207, C74 1.338
74 C -4.08143 1.23387 4.54637  H24 1.146, C73 1.338, C79 1.448
75 O -5.55601 -0.07376 3.37743  C79 1.252, H90 0.941
76 C 2.35920 -5.60451 -2.50825  H47 0.994, C60 1.433, C89 1.392
77 H -7.05518 -3.07493 0.63426  C91 1.189
78 H -0.17749 0.31149 -2.91407  C65 1.074
79 C -4.35036 0.13504 3.64253  C59 1.436, C74 1.448, O75 1.252
80 C 2.90240 4.46124 -1.99697  H5 1.127, C37 1.395, C95 1.595
81 H 5.42925 -1.68977 4.54224  C16 1.049
82 C 2.12562 0.15330 2.69329  H3 1.094, H28 1.085, N57 1.432, H67 1.125
83 C -5.32061 2.04385 -1.67340  H11 1.099, C34 1.406, C103 1.469
84 H -4.48544 3.56006 -3.02071  C103 1.138
85 H 2.46002 4.49626 -5.11638  O4 1.050
86 C 0.62461 4.93816 -0.77606  C94 1.366, C95 1.406, O99 1.369
87 C -3.42860 3.61438 -1.06882  H42 1.047, C50 1.437, C103 1.420
88 C 0.95487 -1.21371 1.09495  H21 1.068, C35 1.396, N57 1.384
89 C 2.93432 -6.09203 -1.33780  C12 1.477, H66 1.125, C76 1.392
90 H -6.12384 0.65051 3.18192  O75 0.941
91 C -5.96353 -2.83909 0.22517  C18 1.557, C20 1.427, H77 1.189
92 N 2.97595 -1.11772 -3.60941  C72 1.329, C97 1.384
93 H -1.96152 0.59624 -1.26318  C38 1.202
94 C 0.12906 5.18702 -2.02486  C48 1.399, C86 1.366, H102 0.971
95 C 1.99645 4.63867 -0.69635  C80 1.595, C86 1.406, H106 1.125
96 H 3.36558 2.09418 -2.41307  C55 1.042
97 C 3.00094 0.26651 -3.60214  C55 1.377, N92 1.384, H105 1.128
98 H -2.38061 -3.89560 1.52627  O41 0.950
99 O -0.11185 4.99480 0.37599  H17 0.980, C86 1.369
100 N 0.55083 -4.59459 -1.29640  C56 1.419, C60 1.275
101 Cl 1.56877 3.78137 2.87660  no bonds
102 H -0.83562 5.28786 -1.97585  C94 0.971
103 C -4.29267 3.03075 -2.03229  C83 1.469, H84 1.138, C87 1.420
104 H 0.99555 1.96444 0.75769  C51 1.001
105 H 2.84846 0.67559 -4.64240  C97 1.128
106 H 2.56722 4.55426 0.26954  C95 1.125